1.
A single C17H30N2 molecule. Source: OMol25; level of theory: wB97M-V/def2-TZVPD.

The calculation puts the HOMO-LUMO gap at 8.427 eV. The relative energy (zero: lowest compared OMol25 entry of this formula, charge and spin) comes out at 19.6 kcal/mol. The SMILES is CCCCCCCCCCCCn1ccc(=N)cc1. As for the lowest unoccupied orbital energy: 0.71 eV. The HOMO energy comes out at -7.72 eV.

The geometry in XYZ format:
```
49
Properties=species:S:1:pos:R:3:mulliken_charge:R:1
N 3.57 -0.84 1.15 -0.71
N 1.93 1.19 -2.03 0.14
C -2.88 -0.23 1.09 -0.75
C 1.20 2.04 -2.95 -1.06
C 0.57 3.24 -2.23 -0.77
C -2.24 0.27 -0.20 0.59
C -1.72 -2.54 0.99 -0.45
C -1.74 2.34 -1.60 -0.58
C 3.72 0.98 -0.49 -0.63
C 0.42 -3.30 2.08 -0.61
C -3.02 -1.75 1.16 -1.09
C 3.13 -0.20 0.13 0.63
C 3.11 1.62 -1.50 -0.36
C 1.37 0.05 -1.53 -0.16
C -2.57 1.74 -0.46 -1.13
C -0.38 2.84 -1.11 -0.44
C -0.66 -2.22 2.04 -0.49
C 1.61 -2.90 2.95 -1.04
C 1.91 -0.64 -0.52 -0.38
H -2.40 2.32 0.45 0.34
H 2.16 -2.08 2.49 0.06
H -3.47 -2.02 2.12 0.36
H 3.53 2.51 -1.96 0.34
H -0.02 -4.23 2.46 0.44
H -0.55 3.70 -0.47 0.42
H 0.09 2.07 -0.49 0.23
H 1.89 2.40 -3.73 0.39
H 4.43 -0.45 1.53 0.15
H -1.96 -3.60 1.05 0.50
H 0.43 1.44 -3.44 0.40
H -2.60 -0.32 -1.04 0.37
H 1.38 3.85 -1.81 0.39
H -3.63 1.82 -0.70 0.43
H -3.88 0.20 1.18 0.44
H 0.45 -0.27 -2.02 0.28
H 0.78 -3.50 1.06 0.32
H -1.31 -2.36 -0.01 0.11
H 1.45 -1.54 -0.15 0.38
H 0.04 3.85 -2.97 0.43
H -1.61 1.59 -2.38 0.26
H -1.16 0.14 -0.14 -0.53
H -1.13 -2.15 3.02 0.55
H -0.19 -1.26 1.82 0.13
H -2.28 3.18 -2.05 0.40
H -2.30 0.12 1.95 0.32
H 4.66 1.35 -0.11 0.32
H -3.72 -2.07 0.37 0.36
H 2.29 -3.74 3.06 0.39
H 1.28 -2.60 3.93 0.32
```


2.
6 unconnected molecules or ions with the total composition C17H30N2O16. Source: OMol25; level of theory: wB97M-V/def2-TZVPD.

The calculation puts the HOMO-LUMO gap at 7.738 eV. The relative energy (zero: lowest compared OMol25 entry of this formula, charge and spin) comes out at 61.8 kcal/mol. As for the lowest unoccupied orbital energy: -0.91 eV. The HOMO energy comes out at -8.65 eV.

The geometry in XYZ format:
```
65
Properties=species:S:1:pos:R:3:mulliken_charge:R:1
O -0.88 -6.91 1.71 -0.62
O -2.38 -0.54 2.67 -0.36
O -1.26 -1.27 -3.71 -0.68
O -5.18 0.29 -1.95 -0.36
O 0.47 1.80 -1.42 -0.64
O -0.48 -0.98 -1.66 -0.34
O -6.32 2.15 -1.98 -0.61
O -1.57 -2.73 -2.12 -0.53
O 2.00 0.06 1.91 -0.43
O 3.12 -1.82 1.39 -0.47
O -3.35 -1.48 4.33 -0.63
O -4.07 2.12 -2.25 -0.38
O 0.65 -6.42 0.25 -0.32
O -3.26 -2.48 2.31 -0.34
O -0.26 -4.83 1.33 -0.34
O 2.10 -0.63 -0.11 -0.23
N 1.88 4.38 0.73 0.13
N -1.00 -1.72 -2.54 0.58
C 2.17 3.68 1.95 -0.90
C -0.24 -6.12 1.04 0.55
C 3.09 4.35 -0.02 -0.92
C 1.54 5.80 1.07 -1.19
C 2.35 -0.74 1.20 0.56
C -3.10 1.16 -2.42 0.21
C 0.65 -4.20 0.49 0.65
C 2.84 -1.62 -0.81 -0.51
C 0.77 3.70 -0.07 -0.65
C -3.80 -0.15 -1.94 0.05
C -2.92 -2.03 1.03 0.00
C 1.15 -5.35 -0.45 -0.62
C 3.64 -2.42 0.22 -0.16
C 0.84 2.15 -0.16 -1.61
C -3.01 -1.54 3.18 0.55
C -1.89 -0.85 1.39 0.24
C -5.29 1.52 -2.21 0.58
H 0.20 1.75 0.45 0.95
H -2.28 -2.71 0.22 0.13
H 2.25 -2.05 -1.52 0.37
H -3.71 -0.85 -2.71 0.42
H 3.96 4.76 0.35 0.47
H -1.99 -0.13 0.72 0.05
H 3.64 -3.68 0.08 0.13
H 3.29 3.36 -0.30 0.39
H 0.37 -3.48 -0.29 -0.15
H -0.18 3.86 0.44 0.33
H -3.68 -1.67 0.50 0.45
H 2.06 -5.41 -0.79 0.58
H 0.65 -4.98 -1.37 0.31
H 0.83 4.19 -1.18 0.25
H 1.37 -3.62 1.12 -0.06
H 2.57 2.66 1.66 0.37
H 2.02 6.36 1.75 0.49
H 2.86 4.28 2.44 0.44
H 1.40 6.36 0.18 0.44
H -0.79 -0.80 1.24 -0.07
H 0.65 5.90 1.57 0.53
H -3.75 -0.56 -0.92 -0.37
H 3.49 -1.11 -1.45 0.30
H 0.29 0.84 -1.28 0.36
H 4.63 -1.97 0.19 0.35
H 3.11 4.78 -1.11 0.35
H 1.62 1.79 0.01 1.26
H -2.40 1.29 -1.64 -0.06
H 1.29 3.55 2.68 0.34
H -2.78 0.94 -3.42 0.35
```


3.
2 unconnected molecules or ions with the total composition C17H30N4O7P. Source: OMol25; level of theory: wB97M-V/def2-TZVPD.

The calculation puts the HOMO-LUMO gap at 7.572 eV. The relative energy (zero: lowest compared OMol25 entry of this formula, charge and spin) comes out at 0.0 kcal/mol. Its total charge is -1. As for the lowest unoccupied orbital energy: 2.74 eV. The HOMO energy comes out at -4.83 eV.

The geometry in XYZ format:
```
59
Properties=species:S:1:pos:R:3:mulliken_charge:R:1
P -3.17 0.53 -1.16 0.93
O -3.11 -0.59 -0.06 -0.22
O 2.02 4.83 2.73 -0.67
O 0.39 0.87 0.07 -0.71
O -0.23 -1.05 1.09 -0.87
O -4.54 0.92 -1.56 -0.92
O 0.48 3.82 1.60 -0.61
O -2.36 1.73 -0.53 -0.16
N 1.75 -3.82 0.04 -0.59
N 1.14 -1.66 -1.59 0.98
N 1.42 3.83 2.35 1.03
N 3.47 -1.26 -2.12 -0.63
C -3.68 -1.54 2.09 -1.23
C 2.80 0.03 3.52 -0.82
C 3.39 1.17 4.06 -0.29
C -3.54 -0.26 1.27 -0.11
C -2.25 -0.18 -2.51 -1.26
C 0.81 -4.03 -1.05 -0.58
C 1.76 0.14 2.62 -0.42
C 1.29 1.39 2.25 -0.03
C -0.71 -0.09 -2.39 -0.34
C 1.01 -2.99 -2.16 -0.73
C -0.15 -1.02 -1.30 -0.31
C -2.28 2.99 -1.23 -0.66
C 2.94 2.43 3.69 -0.65
C 0.00 -0.33 0.09 0.02
C 2.08 -0.80 -2.28 -0.62
C 1.90 2.51 2.79 -0.07
C -0.86 3.52 -1.07 -0.49
H -0.44 0.93 -2.09 -0.01
H 4.06 -0.46 -1.92 0.24
H 3.82 -1.62 -3.00 0.25
H -0.22 -3.88 -0.69 0.15
H -0.32 -0.31 -3.38 0.56
H 3.17 -0.95 3.80 0.39
H -0.20 2.65 -0.99 -0.09
H -4.48 0.29 1.23 0.51
H 1.40 -3.14 0.70 0.17
H 1.99 -4.69 0.50 0.23
H -0.77 4.09 -0.16 0.34
H 1.85 -0.78 -3.36 0.33
H -2.56 -1.21 -2.65 0.48
H 0.12 -3.01 -2.82 0.21
H -4.60 -1.52 2.68 0.35
H 1.31 -0.74 2.17 0.49
H 1.98 0.19 -1.85 0.13
H -0.56 4.11 -1.93 0.32
H -2.79 0.38 1.73 0.11
H -3.03 3.65 -0.80 0.41
H 0.50 1.48 1.52 0.73
H 3.40 3.32 4.09 0.44
H -3.66 -2.42 1.44 0.28
H -2.54 2.86 -2.28 0.37
H 4.21 1.08 4.77 0.35
H 1.89 -3.24 -2.75 0.53
H -2.55 0.38 -3.40 0.40
H 0.91 -5.04 -1.45 0.55
H -2.85 -1.63 2.78 0.29
H -0.87 -1.84 -1.16 0.52
```


4.
A molecular structure, C17H31CdCl3O2P2. Source: OMol25; level of theory: wB97M-V/def2-TZVPD.

The calculation puts the HOMO-LUMO gap (spin up / spin down) at 6.495 / 5.626 eV. The relative energy (zero: lowest compared OMol25 entry of this formula, charge and spin) comes out at 102.5 kcal/mol. As for the lowest unoccupied orbital energy (spin up / spin down): 0.22 / -0.14 eV. The HOMO energy (spin up / spin down) comes out at -6.28 / -5.77 eV.

The geometry in XYZ format:
```
56
Properties=species:S:1:pos:R:3:mulliken_charge:R:1
Cd 2.29 1.68 1.52 0.60
Cl -1.25 4.36 4.56 -0.15
Cl 0.19 1.97 5.47 -0.14
Cl 1.55 4.53 5.44 -0.13
P 1.25 2.26 -0.32 0.88
P -0.17 -1.37 -1.60 1.07
O 1.89 3.72 2.70 -0.78
O 0.06 2.40 2.40 -0.51
C 1.80 0.94 -1.49 -0.95
C -0.21 -1.93 1.19 -0.64
C -2.10 -0.44 0.36 -1.03
C -2.47 -3.49 -0.63 -0.69
C 3.05 0.53 3.12 -1.23
C -0.07 -2.68 -0.15 0.39
C -2.35 -0.94 -0.91 -0.36
C -1.14 -1.70 -3.20 -1.54
C -3.24 -2.18 -0.96 -1.10
C -0.52 2.69 -0.67 -0.75
C 0.78 3.21 3.07 0.38
C 0.62 0.21 -2.17 -1.56
C -1.04 -3.43 -0.90 -1.24
C 0.33 3.53 4.61 0.57
C 1.18 -2.34 -2.48 -1.88
C 2.17 3.84 -0.68 -1.43
C -1.54 -1.20 1.48 -0.86
H -2.88 -4.31 -1.27 0.39
H 1.93 4.16 -1.72 0.42
H -3.80 -2.27 -1.92 0.28
H -2.65 -3.73 0.44 0.33
H 2.47 0.23 -0.95 0.44
H 0.55 -1.14 1.27 -0.01
H 0.98 -3.41 -2.60 0.31
H -0.61 3.34 -1.58 0.40
H -0.52 -1.34 -4.03 0.56
H -1.29 -0.45 2.26 0.40
H -0.23 0.88 -2.37 0.75
H -2.59 -0.22 -1.70 0.90
H -0.94 3.21 0.22 0.29
H -1.12 1.78 -0.80 -0.08
H 3.25 3.69 -0.53 0.43
H -2.31 0.59 0.61 0.71
H -4.02 -2.06 -0.19 0.40
H 1.83 4.58 0.06 0.39
H -0.62 -4.23 -1.51 0.42
H -2.26 -1.88 1.96 0.42
H 3.98 0.00 2.85 0.38
H 2.12 -2.16 -1.95 0.39
H 2.24 -0.22 3.28 0.23
H 2.43 1.47 -2.24 0.40
H -1.31 -2.77 -3.37 0.36
H 1.28 -1.89 -3.47 0.76
H 0.93 -3.14 -0.14 0.68
H 0.01 -2.65 1.99 0.49
H 1.02 -0.12 -3.14 0.59
H 3.17 1.09 4.05 0.30
H -2.10 -1.18 -3.30 0.35
```


Sequential max |F| output: 0.705, 13.418, 2.141, 4.251 eV Å⁻¹